[1]
{
  "formula": "C25H40F3HfO15",
  "method": "the ωB97M-V functional and the def2-TZVPD basis",
  "species": ["Hf", "O", "C", "O", "O", "H", "C", "O", "C", "C", "O", "C", "H", "H", "H", "H", "H", "H", "H", "H", "H", "H", "O", "C", "O", "C", "C", "C", "H", "H", "H", "H", "H", "H", "O", "C", "O", "C", "C", "C", "H", "H", "H", "H", "H", "H", "O", "C", "O", "C", "C", "C", "H", "H", "H", "H", "H", "H", "O", "C", "O", "C", "C", "C", "H", "H", "H", "H", "H", "H", "C", "C", "O", "C", "O", "C", "F", "F", "F", "H", "H", "H", "H", "H"],
  "coordinates": [[2.0232, -3.0849, -0.7537], [0.2237, 0.6459, -0.3449], [0.7209, -0.5333, -0.4575], [0.7434, -1.1710, -1.5681], [1.3630, -1.1389, 0.4253], [-0.3402, 0.8261, -1.1423], [-1.3278, -1.3617, -4.0280], [-2.2510, -1.5353, -2.9557], [-3.2500, -0.4969, -2.9252], [-2.7042, 0.9264, -3.1562], [-1.8282, 1.3067, -2.0957], [-1.4112, 2.6570, -2.1932], [-1.8664, -1.0941, -4.9397], [-0.9038, -2.3564, -4.1735], [-0.5781, -0.5962, -3.8211], [-3.6425, -0.5150, -1.9092], [-4.0357, -0.6716, -3.6617], [-3.5620, 1.5967, -3.2668], [-2.1673, 1.1355, -4.0870], [-2.1356, 3.4407, -2.4404], [-0.6819, 2.7729, -3.0044], [-0.9680, 3.1068, -1.3033], [3.8183, -2.3843, 0.6838], [4.4177, -1.7242, 1.5585], [4.0381, -0.5389, 1.9031], [4.7630, -0.1414, 3.1009], [5.4776, -1.3869, 3.6469], [5.6499, -2.1467, 2.3247], [4.0849, 0.2204, 3.8694], [5.4974, 0.6164, 2.8360], [4.9050, -1.8773, 4.4327], [6.3806, -1.0506, 4.1537], [5.6539, -3.2273, 2.4628], [6.5147, -1.8374, 1.7331], [-0.3411, -3.4731, -0.2278], [-1.4070, -4.1215, -0.3006], [-2.2208, -4.1804, 0.7010], [-3.4815, -4.7044, 0.3143], [-3.1545, -5.6274, -0.8369], [-2.0130, -4.8750, -1.4986], [-4.1777, -3.9206, 0.0057], [-3.9050, -5.2479, 1.1570], [-4.0767, -5.7325, -1.4033], [-2.7328, -6.5725, -0.4947], [-2.3909, -4.1376, -2.2141], [-1.2841, -5.5709, -1.9122], [-4.9707, -1.3536, 0.3700], [-3.9932, -1.1951, 1.0574], [-4.0790, -1.0122, 2.3515], [-2.8164, -0.6652, 2.9624], [-1.7434, -0.9984, 1.9120], [-2.5498, -0.9112, 0.5980], [-2.7476, -1.2420, 3.8794], [-2.8261, 0.4066, 3.1616], [-1.4043, -2.0156, 2.1200], [-0.8648, -0.3556, 1.9324], [-2.0843, -1.5224, -0.1689], [-2.6945, 0.1386, 0.3239], [3.4591, 3.1308, 0.6596], [3.8929, 2.7629, -0.3987], [5.0392, 3.2454, -0.8840], [5.2440, 2.8520, -2.2626], [3.9732, 2.0705, -2.6565], [3.2655, 1.7696, -1.3439], [6.1322, 2.2267, -2.2113], [5.3363, 3.6827, -2.9571], [4.3731, 1.1749, -3.1385], [3.3138, 2.5410, -3.3823], [3.6910, 0.8514, -0.9066], [2.1938, 1.6348, -1.3775], [0.3627, 2.5199, 2.6458], [-0.4907, 2.8797, 1.4293], [-1.1764, 4.1300, 1.5139], [-2.4281, 4.1308, 1.9918], [-2.9681, 3.1961, 2.4970], [-3.0334, 5.5825, 1.8946], [-3.9831, 5.6003, 2.8326], [-2.1274, 6.5029, 2.1370], [-3.5726, 5.7828, 0.6859], [0.8992, 1.6301, 2.3058], [-0.2034, 2.2498, 3.5371], [1.0274, 3.3455, 2.8897], [-1.1140, 2.0199, 1.1829], [0.2322, 2.9955, 0.6232]],
  "atomic_forces_ev_per_a": [[-4.374, 7.533, 4.203], [0.358, -1.602, 0.283], [0.197, 0.620, -1.567], [1.067, -2.589, -1.730], [1.735, -2.590, 2.043], [-0.817, 0.302, -0.384], [-0.776, -0.597, -0.027], [0.091, 0.643, -0.020], [0.995, 0.859, 0.179], [-0.144, -0.182, -0.522], [0.020, 0.393, 1.127], [0.705, 1.706, -1.021], [0.135, -0.018, -0.101], [0.386, 0.165, -0.133], [0.096, -0.097, 0.056], [-0.373, -0.121, -0.151], [-0.012, -0.196, 0.003], [-0.105, 0.059, 0.695], [0.058, -0.677, -0.202], [-0.853, -0.782, -0.034], [0.170, -0.234, 0.019], [0.092, -0.932, 0.436], [-2.697, -2.291, -3.411], [1.024, 1.572, 1.593], [-0.619, -1.198, -0.459], [0.944, 0.472, 1.822], [-0.033, 0.970, -0.647], [-0.624, -1.195, 0.560], [-0.399, 0.388, -0.612], [-0.323, 0.184, -0.282], [-0.252, -0.390, -0.450], [0.297, -0.254, -0.387], [0.246, -0.013, -0.253], [0.107, 0.020, 0.056], [4.360, 0.255, -0.267], [-2.498, -1.516, -0.756], [2.178, 1.705, 0.264], [-1.726, -1.592, -0.060], [-0.022, 0.176, 0.267], [0.369, 0.355, 0.328], [0.366, 0.354, 0.212], [0.132, 0.282, 0.144], [0.367, -0.395, -0.432], [-0.577, -0.175, 0.090], [0.402, 0.115, -0.171], [0.107, 0.341, -0.410], [0.752, -0.512, -0.131], [-0.395, 0.221, -1.267], [0.261, -0.098, 1.125], [0.142, 0.410, -0.278], [-0.568, -0.355, 0.061], [0.157, 0.116, 1.453], [0.097, 0.124, 0.046], [-0.163, -0.020, 0.193], [0.055, -0.106, -0.328], [-0.158, 0.232, 0.216], [-0.648, 0.158, -0.519], [0.595, 0.002, -0.499], [-0.019, -0.618, 0.032], [-0.913, 1.559, 0.836], [-0.174, 0.224, -0.617], [-0.785, -0.293, 0.323], [0.516, -1.124, -0.487], [1.485, -0.845, -0.202], [0.050, 0.073, -0.541], [0.499, 0.349, 0.544], [-0.496, -0.153, -0.129], [0.193, 0.419, 0.134], [-0.189, -0.331, -0.184], [-0.105, 0.681, 0.204], [-0.621, 0.107, -0.179], [0.913, -0.242, 0.462], [-0.212, -0.219, -0.420], [0.791, 0.434, 0.197], [-0.269, -0.143, -0.266], [-0.477, -1.532, 0.581], [0.031, 0.604, -0.416], [0.111, 0.282, -0.016], [0.088, 0.031, 0.207], [0.438, 0.102, 0.287], [-0.196, 0.096, -0.090], [0.239, -0.189, -0.050], [-0.640, 0.414, 0.022], [-0.164, 0.309, -0.194]],
  "mulliken_charge": [1.7640, 0.4234, 1.4970, -0.6333, -0.5391, 0.0244, -0.7340, -0.1377, -0.3695, -0.8219, -0.2969, -0.9381, 0.3792, 0.1880, 0.1555, 0.0520, 0.4160, 0.4572, 0.5100, 0.3890, 0.3803, 0.0995, -0.8349, 0.5137, -0.1464, -0.3915, -0.6094, -0.4487, 0.3495, 0.3409, 0.3063, 0.3591, 0.4093, 0.3084, -0.4054, 0.6012, -0.1776, -0.2331, -0.7092, -0.3568, 0.1829, 0.3958, 0.3907, 0.2473, 0.0778, 0.5425, -0.5940, 0.0196, -0.3708, -0.5157, -0.1085, 0.6168, 0.3804, 0.1624, 0.3093, -0.0003, -0.1806, 0.2473, -0.4888, 0.2577, -0.3647, -0.4581, -0.7609, 1.2075, 0.3351, 0.2892, 0.2493, 0.3724, -0.4178, -0.0933, -1.0964, 0.5555, -0.3806, 0.3238, -0.4939, 0.8730, -0.2228, -0.2198, -0.2385, 0.0546, 0.3582, 0.4117, -0.1629, 0.1671],
  "total_charge": 3,
  "lumo_energy_ha": -0.5283,
  "homo_ev": -16.5,
  "energy_ha": -2451.66508
}

=====

[2]
{
  "formula": "C31H59NO11",
  "method": "the ωB97M-V functional and the def2-TZVPD basis",
  "species": ["C", "C", "C", "C", "O", "C", "C", "O", "N", "C", "C", "C", "C", "O", "O", "H", "H", "H", "H", "H", "H", "H", "H", "H", "H", "H", "H", "H", "H", "H", "H", "H", "C", "C", "O", "C", "H", "H", "H", "H", "H", "H", "C", "C", "O", "C", "H", "H", "H", "H", "H", "H", "C", "C", "O", "C", "H", "H", "H", "H", "H", "H", "C", "C", "O", "C", "H", "H", "H", "H", "H", "H", "C", "C", "O", "C", "H", "H", "H", "H", "H", "H", "C", "C", "O", "C", "H", "H", "H", "H", "H", "H", "C", "C", "O", "C", "H", "H", "H", "H", "H", "H"],
  "coordinates": [[0.5827, -4.7816, -2.7131], [1.1104, -3.8538, -3.8055], [0.4185, -2.4793, -3.8040], [1.2284, -1.3667, -3.1235], [0.5968, -0.7657, -2.0013], [0.1685, -1.6897, -1.0597], [-1.3946, -1.6186, -1.0131], [-2.0683, -1.0795, -1.8508], [-1.8347, -2.2094, 0.2203], [-0.8173, -1.6822, 1.1947], [0.4998, -1.3568, 0.4017], [1.5903, -2.2653, 1.0043], [2.9609, -1.6299, 0.9744], [3.2731, -0.6951, 0.2520], [3.8638, -2.1560, 1.8728], [1.1564, -4.6164, -1.8009], [0.6909, -5.8262, -2.9446], [-0.4540, -4.5865, -2.4703], [2.1858, -3.7261, -3.7519], [0.8982, -4.3064, -4.7642], [-0.5876, -2.5571, -3.4133], [0.3183, -2.2033, -4.8478], [1.3724, -0.5688, -3.8381], [2.2302, -1.7115, -2.8783], [0.5216, -2.7050, -1.1953], [-1.5943, -3.1875, 0.0648], [-0.7617, -2.4653, 1.9309], [-1.2328, -0.7355, 1.5148], [0.8466, -0.3463, 0.5475], [1.6728, -3.2036, 0.4559], [1.3877, -2.5251, 2.0358], [3.9885, -3.0914, 1.6970], [-1.2788, -7.1948, 1.1511], [-1.3294, -7.2957, -0.3554], [-0.4072, -6.9360, -1.0466], [-2.5902, -7.8658, -0.9594], [-0.3239, -6.7710, 1.4535], [-2.0853, -6.5539, 1.5118], [-1.3858, -8.1848, 1.5965], [-3.4490, -7.2511, -0.6838], [-2.7512, -8.8833, -0.6003], [-2.4953, -7.8812, -2.0428], [3.8370, 1.2581, -1.9502], [4.0916, 1.2428, -3.4374], [4.1117, 0.2111, -4.0657], [4.3154, 2.5780, -4.1081], [3.6888, 0.2441, -1.5899], [4.6887, 1.6995, -1.4296], [2.9419, 1.8430, -1.7315], [5.1865, 3.0721, -3.6754], [3.4401, 3.2150, -3.9724], [4.4839, 2.4265, -5.1717], [-4.3445, 0.9934, -1.3289], [-5.3464, 1.9326, -0.7105], [-6.2729, 1.5371, -0.0421], [-5.1377, 3.4090, -0.9627], [-4.5972, -0.0318, -1.0747], [-4.3504, 1.1027, -2.4146], [-3.3463, 1.2134, -0.9478], [-5.1729, 3.6141, -2.0337], [-4.1666, 3.7180, -0.5720], [-5.9203, 3.9777, -0.4653], [-1.8480, 4.1153, 1.9191], [-1.0411, 3.1150, 1.1292], [-1.4552, 1.9986, 0.9165], [0.3037, 3.5659, 0.6176], [-2.7879, 3.6599, 2.2239], [-1.2919, 4.4169, 2.8087], [-2.0587, 4.9943, 1.3079], [0.9436, 3.8466, 1.4569], [0.1827, 4.4210, -0.0491], [0.7719, 2.7507, 0.0693], [1.1095, 2.7532, 5.4679], [1.2093, 4.2596, 5.4415], [1.3826, 4.8604, 4.4046], [1.0854, 4.9801, 6.7587], [1.2158, 2.3621, 4.4582], [1.8993, 2.3380, 6.0954], [0.1407, 2.4502, 5.8678], [1.8767, 4.6581, 7.4372], [0.1159, 4.7672, 7.2124], [1.1765, 6.0500, 6.6016], [-2.9100, -4.0532, -5.5874], [-2.3416, -5.4277, -5.3281], [-1.1585, -5.6007, -5.1635], [-3.3225, -6.5758, -5.2813], [-2.1041, -3.3229, -5.5941], [-3.4177, -4.0340, -6.5531], [-3.6231, -3.7878, -4.8050], [-3.8468, -6.6596, -6.2342], [-4.0526, -6.4121, -4.4868], [-2.7861, -7.5020, -5.0881], [2.8487, 10.2169, 6.6375], [2.7440, 8.7139, 6.5454], [2.2911, 8.0573, 7.4542], [3.2296, 8.0733, 5.2676], [2.4679, 10.5490, 7.6002], [3.8905, 10.5255, 6.5398], [2.2636, 10.6814, 5.8425], [4.2866, 8.2985, 5.1170], [2.6597, 8.4537, 4.4189], [3.0990, 6.9955, 5.3215]],
  "atomic_forces_ev_per_a": [[0.925, 0.461, 0.226], [-0.957, -0.047, -0.048], [0.915, -0.192, -0.369], [-0.353, 0.137, -0.416], [0.682, -0.270, 0.066], [-1.127, 1.445, 0.745], [0.207, 0.068, -1.083], [0.299, -0.727, 0.863], [0.361, 0.284, -0.300], [-0.820, 0.429, -1.728], [0.292, -1.582, 1.123], [0.604, 0.558, -0.379], [0.680, 1.292, -1.275], [-0.620, -1.718, 1.831], [0.087, 0.512, -0.499], [-0.006, -0.099, 0.293], [-0.019, -0.326, -0.192], [-0.346, -0.027, -0.130], [0.264, -0.018, 0.108], [0.011, -0.227, -0.200], [-0.224, 0.102, 0.162], [-0.184, 0.250, -0.216], [0.031, 0.373, -0.006], [0.195, -0.180, 0.313], [-0.174, -0.242, -0.648], [-0.323, -0.264, 0.202], [0.424, 0.287, 0.721], [-0.071, -0.044, 0.762], [-0.342, 0.478, -0.212], [-0.045, -0.262, -0.061], [-0.086, -0.015, 0.253], [-0.168, -0.344, 0.195], [0.180, 0.107, -0.063], [-0.064, -0.034, -0.007], [0.002, -0.088, 0.159], [0.106, 0.045, -0.177], [0.016, -0.005, -0.010], [-0.080, -0.113, 0.040], [-0.128, 0.022, 0.037], [-0.040, -0.090, 0.097], [-0.098, 0.037, 0.087], [0.021, 0.007, -0.002], [0.033, -0.285, -0.253], [-0.049, 0.119, 0.206], [0.026, -0.099, -0.133], [0.029, -0.140, -0.218], [0.017, 0.191, -0.111], [-0.057, 0.116, 0.028], [0.044, 0.092, 0.045], [-0.076, 0.084, 0.079], [0.056, 0.069, 0.102], [0.002, -0.005, -0.012], [-0.230, -0.062, 0.181], [0.078, -0.051, -0.046], [-0.070, 0.016, 0.044], [-0.183, 0.038, 0.142], [0.022, -0.020, 0.004], [0.157, 0.064, 0.001], [0.051, 0.038, -0.133], [0.140, 0.010, -0.011], [0.064, -0.012, -0.125], [-0.008, -0.009, 0.006], [-0.155, -0.218, 0.034], [0.056, 0.066, -0.040], [-0.052, -0.186, 0.015], [0.032, -0.257, -0.031], [-0.007, -0.009, -0.015], [0.061, 0.160, -0.082], [0.119, 0.090, 0.081], [-0.036, 0.179, -0.023], [0.048, 0.102, 0.113], [-0.020, -0.012, -0.016], [0.018, 0.043, -0.246], [-0.015, -0.031, 0.071], [-0.022, 0.013, -0.113], [-0.010, 0.130, -0.219], [0.006, 0.006, -0.006], [-0.083, -0.023, 0.107], [0.051, -0.031, 0.126], [-0.086, -0.068, 0.086], [0.060, -0.118, 0.089], [0.020, 0.024, 0.060], [0.209, 0.030, 0.026], [-0.076, 0.064, -0.004], [0.013, -0.091, -0.048], [0.190, -0.108, 0.055], [0.009, -0.001, 0.013], [-0.125, -0.009, 0.055], [-0.098, -0.016, -0.075], [-0.115, 0.057, 0.048], [-0.097, 0.046, -0.092], [0.018, 0.003, -0.003], [-0.090, -0.045, 0.202], [0.028, 0.027, -0.054], [-0.004, -0.004, 0.028], [-0.055, -0.175, 0.159], [-0.004, -0.010, 0.008], [-0.015, 0.040, -0.132], [0.111, 0.026, -0.078], [-0.027, 0.104, -0.089], [0.093, 0.073, -0.044], [-0.024, -0.009, -0.026]],
  "mulliken_charge": [-1.3279, -0.7624, -0.2559, -0.6362, -0.5053, 1.7249, -0.2690, -0.5185, -0.4212, -1.0035, 0.7766, -0.9120, 0.4037, -0.4720, -0.5323, 0.4611, 0.5271, 0.1948, 0.4669, 0.3927, 0.1730, 0.3774, 0.3119, 0.2754, -1.0169, 0.4007, 0.6511, 0.1485, 0.2478, 0.2495, 0.4305, 0.3527, -1.2173, 0.8460, -0.4898, -1.0272, 0.2706, 0.3381, 0.3947, 0.3286, 0.3638, 0.1824, -0.6013, 0.8422, -0.5511, -1.2647, 0.1169, 0.4884, 0.0723, 0.3401, 0.3040, 0.3446, -0.7235, 0.7783, -0.5705, -0.9585, 0.2747, 0.3777, 0.0448, 0.3391, 0.1212, 0.3104, -1.1944, 0.9033, -0.5035, -0.8120, 0.3016, 0.2489, 0.3555, 0.2452, 0.3820, 0.0571, -1.1397, 0.8850, -0.5261, -1.0003, 0.2220, 0.3783, 0.3307, 0.3258, 0.3889, 0.1384, -0.9840, 0.9077, -0.4931, -1.2685, 0.1284, 0.4044, 0.3038, 0.4003, 0.3184, 0.2845, -1.1488, 0.8453, -0.5271, -0.9269, 0.3129, 0.3264, 0.3208, 0.3584, 0.3018, 0.1403],
  "lumo_energy_ha": 0.0099,
  "homo_ev": -8.9,
  "energy_ha": -2098.94022,
  "e_above_lowest_kcal_mol": 0.0,
  "smiles": "CCCCO[C@@H]1C(=O)NC[C@H]1CC(=O)O.CC(C)=O.CC(C)=O.CC(C)=O.CC(C)=O.CC(C)=O.CC(C)=O.CC(C)=O"
}